Entry 1:
ORCA calculation (wB97M-V/def2-TZVPD) on a cluster of 2 separate species, C3H8N2O in total at a distorted geometry.

Positions of all 14 atoms, in Å:
H 0.617 -0.237 2.571
N 1.238 0.014 1.796
C 0.586 0.652 0.893
C -0.873 0.960 0.970
O 1.231 1.062 -0.204
H -1.222 1.480 0.075
H -1.435 0.027 1.075
H -1.061 1.595 1.840
H 0.623 1.387 -0.887
C -0.022 -1.661 -1.342
N -0.362 -0.654 -2.073
H 0.981 -2.115 -1.409
H -0.725 -2.088 -0.609
H 0.425 -0.422 -2.695

Force components x, y, z for each atom (eV/Å):
H 0.151 0.192 -0.311
N -0.433 0.543 -0.902
C 0.298 -1.027 1.376
C -0.422 0.227 -0.122
O 0.519 0.355 -0.551
H -0.109 -0.091 0.132
H -0.006 0.198 0.004
H -0.065 -0.104 -0.094
H 0.085 -0.216 0.513
C -0.090 1.032 -0.877
N 0.533 -1.371 0.847
H -0.430 0.018 0.116
H 0.232 0.293 -0.340
H -0.262 -0.050 0.209

Calculated values
net charge: 0
F_max: 0.0339 Eh/bohr
HOMO energy: -9.97 eV
structure (SMILES): [H]/N=C(\C)O.C=N
E_tot: -8267.316 eV
E_LUMO: 0.82 eV



Entry 2:
ORCA calculation (wB97M-V/def2-TZVPD) on the molecule C3H8N2O at a distorted geometry.

Positions of all 14 atoms, in Å:
N 1.548 2.322 0.531
C 0.546 1.260 0.703
C 0.612 0.346 -0.579
N -0.655 -0.444 -0.834
C -0.748 -1.747 -0.254
O -1.678 -2.390 0.255
H 1.366 2.962 -0.245
H 1.944 2.808 1.380
H -0.442 1.636 1.073
H 0.806 0.681 1.602
H 0.843 0.978 -1.407
H 1.453 -0.260 -0.419
H -1.566 0.088 -1.108
H 0.301 -2.084 -0.014

Force components x, y, z for each atom (eV/Å):
N 0.697 0.370 0.630
C 0.055 0.407 0.882
C -2.902 0.928 1.271
N -1.349 -0.546 0.163
C 0.067 0.769 2.315
O 1.345 1.862 -2.293
H -0.035 -0.257 0.719
H -1.075 -0.910 -1.480
H 0.159 -0.183 -1.291
H 0.448 -0.144 -0.423
H -0.123 0.365 -0.789
H 0.854 -1.317 -0.048
H 2.408 -1.370 0.986
H -0.550 0.026 -0.642

Calculated values
net charge: 0
F_max: 0.0642 Eh/bohr
HOMO energy: -9.37 eV
structure (SMILES): NCCNC=O
E_tot: -8267.441 eV
E_LUMO: 0.99 eV



- What is the HOMO energy in the first record?
  -9.97 eV